<a>
Molecular formula: C2H6N3
Method: DFT, ωB97M-V with the def2-TZVPD basis set

CARTESIAN COORDINATES (ANGSTROEM)
1 N -0.22 1.09 -0.14
2 N -2.56 0.03 -0.03
3 N 1.90 -0.07 -0.30
4 C 2.98 -0.54 0.10
5 C 0.82 0.56 -0.08
6 H -2.22 -0.88 -0.28
7 H -1.33 0.92 -0.08
8 H 3.16 -0.37 1.16
9 H -2.91 0.02 0.95
10 H 3.65 -1.04 -0.63
11 H -3.27 0.26 -0.66

Computed properties:
spin multiplicity = 1
charge = +1
gap between HOMO and LUMO = 9.569 eV

Want to see where the charge sits? The Löwdin charges in e are: atom 1 (N): 0.27, atom 2 (N): 0.09, atom 3 (N): 0.10, atom 4 (C): 0.15, atom 5 (C): -0.15, atom 6 (H): 0.07, atom 7 (H): 0.07, atom 8 (H): 0.12, atom 9 (H): 0.11, atom 10 (H): 0.13, atom 11 (H): 0.06


<b>
Molecular formula: C2H6N3
Method: DFT, ωB97M-V with the def2-TZVPD basis set

CARTESIAN COORDINATES (ANGSTROEM)
1 N -0.61 -2.81 -2.08
2 N 0.40 0.41 0.06
3 N -0.17 0.68 1.23
4 C -0.32 -1.85 -1.48
5 C -0.03 1.78 1.72
6 H 0.67 2.59 1.58
7 H 1.36 -0.05 0.04
8 H -0.32 -0.38 -0.40
9 H 0.44 1.23 -0.55
10 H -0.78 -3.60 -2.71
11 H -0.63 2.01 2.59

Computed properties:
spin multiplicity = 1
charge = +1
gap between HOMO and LUMO = 11.813 eV

Want to see where the charge sits? The Löwdin charges in e are: atom 1 (N): 0.14, atom 2 (N): 0.07, atom 3 (N): -0.05, atom 4 (C): 0.03, atom 5 (C): 0.03, atom 6 (H): 0.11, atom 7 (H): 0.20, atom 8 (H): 0.10, atom 9 (H): 0.16, atom 10 (H): 0.12, atom 11 (H): 0.10


<c>
Molecular formula: C2H6N3
Method: DFT, ωB97M-V with the def2-TZVPD basis set

CARTESIAN COORDINATES (ANGSTROEM)
1 N -0.36 -0.26 1.03
2 N 0.74 -1.75 -0.53
3 N -0.63 1.53 -0.66
4 C 0.24 0.85 0.07
5 C 0.37 -0.66 0.10
6 H -1.49 1.04 -0.83
7 H 1.09 1.45 0.58
8 H -0.90 2.45 -0.30
9 H 1.55 -1.49 -1.03
10 H -1.02 -0.46 1.79
11 H 0.41 -2.69 -0.22

Computed properties:
SMILES = NC1=[NH+][C@@H]1N
spin multiplicity = 1
charge = +1
gap between HOMO and LUMO = 11.487 eV

Want to see where the charge sits? The Löwdin charges in e are: atom 1 (N): 0.23, atom 2 (N): 0.24, atom 3 (N): 0.10, atom 4 (C): -0.18, atom 5 (C): -0.30, atom 6 (H): 0.11, atom 7 (H): 0.19, atom 8 (H): 0.13, atom 9 (H): 0.12, atom 10 (H): 0.18, atom 11 (H): 0.18


The energy of each structure relative to the most stable one, in eV, is as follows: <a> 0.088; <b> 1.665; <c> 0.000.


<a>
Molecular formula: C2H6N3
Method: DFT, ωB97M-V with the def2-TZVPD basis set

CARTESIAN COORDINATES (ANGSTROEM)
1 N -0.07 -0.58 1.97
2 N -0.32 -0.17 -1.61
3 N 0.35 1.52 -0.06
4 C 0.03 0.35 -0.44
5 C 0.01 -1.04 0.87
6 H -0.50 0.31 -2.58
7 H -0.63 -1.15 -1.47
8 H 0.11 -2.00 0.29
9 H 0.67 1.64 0.91
10 H 0.36 2.32 -0.70
11 H -0.02 -1.19 2.82

Computed properties:
spin multiplicity = 1
charge = +1
gap between HOMO and LUMO = 11.283 eV

Want to see where the charge sits? The Löwdin charges in e are: atom 1 (N): 0.13, atom 2 (N): 0.15, atom 3 (N): 0.20, atom 4 (C): -0.28, atom 5 (C): -0.07, atom 6 (H): 0.20, atom 7 (H): 0.11, atom 8 (H): 0.13, atom 9 (H): 0.15, atom 10 (H): 0.16, atom 11 (H): 0.13


<b>
Molecular formula: C2H6N3
Method: DFT, ωB97M-V with the def2-TZVPD basis set

CARTESIAN COORDINATES (ANGSTROEM)
1 N 0.78 1.18 0.59
2 N 0.31 -0.81 -0.98
3 N -0.10 1.00 1.25
4 C -1.08 0.88 2.13
5 C 1.07 -0.51 -2.04
6 H 1.46 -1.30 -2.74
7 H -0.81 1.33 3.14
8 H 0.83 0.33 -2.67
9 H -2.00 1.30 1.72
10 H 1.90 -0.23 -1.37
11 H -1.25 -0.13 2.18

Computed properties:
spin multiplicity = 1
charge = +1
gap between HOMO and LUMO (alpha / beta) = 7.363 / 7.467 eV

Want to see where the charge sits? The Löwdin charges in e are: atom 1 (N): 0.43, atom 2 (N): 0.07, atom 3 (N): 0.03, atom 4 (C): 0.03, atom 5 (C): -0.28, atom 6 (H): 0.11, atom 7 (H): 0.18, atom 8 (H): 0.08, atom 9 (H): 0.16, atom 10 (H): 0.10, atom 11 (H): 0.11


<c>
Molecular formula: C2H6N3
Method: DFT, ωB97M-V with the def2-TZVPD basis set

CARTESIAN COORDINATES (ANGSTROEM)
1 N -0.73 -0.25 1.72
2 N 1.92 1.94 -1.85
3 N -0.94 -1.42 -0.22
4 C -0.47 -0.36 0.41
5 C 1.09 1.49 -1.19
6 H 0.28 0.29 -0.14
7 H -1.09 -0.98 2.33
8 H -0.33 0.50 2.32
9 H -0.76 -1.59 -1.16
10 H 2.36 2.53 -2.58
11 H -1.33 -2.15 0.34

Computed properties:
spin multiplicity = 1
charge = +1
gap between HOMO and LUMO = 12.148 eV

Want to see where the charge sits? The Löwdin charges in e are: atom 1 (N): 0.16, atom 2 (N): 0.13, atom 3 (N): 0.20, atom 4 (C): -0.17, atom 5 (C): 0.01, atom 6 (H): 0.02, atom 7 (H): 0.14, atom 8 (H): 0.15, atom 9 (H): 0.11, atom 10 (H): 0.13, atom 11 (H): 0.13


<d>
Molecular formula: C2H6N3
Method: DFT, ωB97M-V with the def2-TZVPD basis set

CARTESIAN COORDINATES (ANGSTROEM)
1 N -1.42 0.19 0.36
2 N -0.81 1.11 0.70
3 N 2.36 -0.51 0.18
4 C 1.72 -0.30 -0.98
5 C -1.77 -0.88 -0.28
6 H 0.66 -0.11 -0.88
7 H -2.69 -0.75 -0.93
8 H 2.15 -0.24 -2.16
9 H 3.16 -1.08 0.20
10 H -1.29 -1.86 -0.39
11 H 1.90 -0.44 1.09

Computed properties:
spin multiplicity = 1
charge = +1
gap between HOMO and LUMO = 6.130 eV

Want to see where the charge sits? The Löwdin charges in e are: atom 1 (N): -0.20, atom 2 (N): 0.18, atom 3 (N): 0.20, atom 4 (C): 0.19, atom 5 (C): -0.06, atom 6 (H): 0.04, atom 7 (H): 0.10, atom 8 (H): 0.22, atom 9 (H): 0.12, atom 10 (H): 0.07, atom 11 (H): 0.15


The energy of each structure relative to the most stable one, in eV, is as follows: <a> 0.338; <b> 5.582; <c> 0.000; <d> 3.428.


<a>
Molecular formula: C5H14NO2
Method: DFT, ωB97M-V with the def2-TZVPD basis set

CARTESIAN COORDINATES (ANGSTROEM)
1 O 6.16 -0.28 1.66
2 O 6.69 -0.02 -1.20
3 N -1.71 0.49 0.22
4 C -0.87 -0.21 -0.65
5 C -2.99 0.11 0.62
6 C -3.76 -0.63 -0.47
7 C -3.43 0.40 1.86
8 C -3.76 0.18 -1.76
9 H 5.90 -0.11 -1.74
10 H 6.86 -0.41 2.30
11 H -2.74 0.53 -1.94
12 H -1.26 1.18 0.83
13 H -4.46 0.13 2.05
14 H -4.13 -0.39 -2.62
15 H -4.34 1.11 -1.65
16 H -2.79 0.75 2.66
17 H -4.75 -0.87 -0.11
18 H -0.13 0.53 -0.98
19 H -0.49 -1.04 -0.02
20 H 7.37 0.29 -1.80
21 H 6.62 -0.20 0.81
22 H -3.18 -1.54 -0.59

Computed properties:
spin multiplicity = 1
charge = +1
gap between HOMO and LUMO = 4.953 eV

Want to see where the charge sits? The Löwdin charges in e are: atom 1 (O): -0.08, atom 2 (O): -0.04, atom 3 (N): 0.05, atom 4 (C): 0.20, atom 5 (C): -0.30, atom 6 (C): -0.16, atom 7 (C): 0.18, atom 8 (C): -0.07, atom 9 (H): 0.05, atom 10 (H): 0.03, atom 11 (H): 0.05, atom 12 (H): 0.18, atom 13 (H): 0.09, atom 14 (H): 0.09, atom 15 (H): 0.10, atom 16 (H): 0.09, atom 17 (H): 0.12, atom 18 (H): 0.11, atom 19 (H): 0.16, atom 20 (H): 0.05, atom 21 (H): -0.01, atom 22 (H): 0.11


<b>
Molecular formula: C5H14NO2
Method: DFT, ωB97M-V with the def2-TZVPD basis set

CARTESIAN COORDINATES (ANGSTROEM)
1 O 4.47 1.09 -0.36
2 O 2.18 -1.44 -0.18
3 N -0.16 0.05 0.44
4 C -1.39 -0.55 0.09
5 C -3.06 1.16 -0.69
6 C -1.32 -1.61 -0.73
7 C -2.66 0.17 0.45
8 C 0.04 0.97 1.31
9 H 4.82 1.84 0.12
10 H -3.15 0.69 -1.67
11 H 1.05 1.18 1.66
12 H -2.30 1.94 -0.76
13 H 2.19 -2.30 -0.63
14 H -4.03 1.57 -0.45
15 H 2.96 -0.95 -0.46
16 H -2.25 -2.08 -1.02
17 H -0.38 -2.13 -0.87
18 H -0.70 1.62 1.74
19 H 5.26 0.65 -0.65
20 H -3.45 -0.57 0.39
21 H -2.59 0.68 1.40
22 H 0.69 -0.44 0.14

Computed properties:
spin multiplicity = 1
charge = +1
gap between HOMO and LUMO = 9.106 eV

Want to see where the charge sits? The Löwdin charges in e are: atom 1 (O): -0.05, atom 2 (O): -0.04, atom 3 (N): 0.09, atom 4 (C): -0.30, atom 5 (C): -0.07, atom 6 (C): 0.16, atom 7 (C): -0.17, atom 8 (C): 0.19, atom 9 (H): 0.04, atom 10 (H): 0.08, atom 11 (H): 0.12, atom 12 (H): 0.07, atom 13 (H): 0.08, atom 14 (H): 0.08, atom 15 (H): 0.05, atom 16 (H): 0.10, atom 17 (H): 0.07, atom 18 (H): 0.12, atom 19 (H): 0.04, atom 20 (H): 0.12, atom 21 (H): 0.10, atom 22 (H): 0.11


<c>
Molecular formula: C5H14NO2
Method: DFT, ωB97M-V with the def2-TZVPD basis set

CARTESIAN COORDINATES (ANGSTROEM)
1 O 0.86 -1.48 -2.70
2 O 0.61 -3.63 -0.53
3 N -0.89 0.12 -0.07
4 C -0.14 2.11 -1.18
5 C -2.06 -0.24 0.29
6 C 0.85 0.94 2.20
7 C -0.31 1.44 -0.04
8 C 0.23 1.97 1.28
9 H -2.74 0.46 0.75
10 H 1.20 -1.46 -3.60
11 H 0.28 3.10 -1.19
12 H -2.26 -1.24 -0.08
13 H 1.23 -3.70 0.19
14 H 1.82 0.61 1.84
15 H 0.21 0.05 2.24
16 H -0.47 1.77 -2.15
17 H -0.01 -4.37 -0.50
18 H 0.67 2.95 1.08
19 H -0.70 2.34 1.78
20 H 0.99 1.19 3.25
21 H -0.20 -0.53 -0.48
22 H 0.84 -2.40 -2.38

Computed properties:
spin multiplicity = 1
charge = +1
gap between HOMO and LUMO = 9.127 eV

Want to see where the charge sits? The Löwdin charges in e are: atom 1 (O): -0.07, atom 2 (O): -0.04, atom 3 (N): 0.09, atom 4 (C): 0.13, atom 5 (C): 0.22, atom 6 (C): -0.08, atom 7 (C): -0.31, atom 8 (C): -0.19, atom 9 (H): 0.14, atom 10 (H): 0.04, atom 11 (H): 0.09, atom 12 (H): 0.13, atom 13 (H): 0.04, atom 14 (H): 0.08, atom 15 (H): 0.06, atom 16 (H): 0.08, atom 17 (H): 0.06, atom 18 (H): 0.12, atom 19 (H): 0.13, atom 20 (H): 0.09, atom 21 (H): 0.17, atom 22 (H): 0.01


The energy of each structure relative to the most stable one, in eV, is as follows: <a> 3.617; <b> 0.000; <c> 0.622.


<a>
Molecular formula: C4H6N3
Method: DFT, ωB97M-V with the def2-TZVPD basis set

CARTESIAN COORDINATES (ANGSTROEM)
1 N 1.70 -0.65 0.17
2 N 1.68 0.63 -0.20
3 N -0.57 0.66 -0.14
4 C 0.66 -1.41 0.21
5 C -0.65 -0.73 -0.42
6 C -1.81 0.06 0.16
7 C 0.53 1.34 0.18
8 H -2.60 0.17 -0.59
9 H -0.68 -0.91 -1.47
10 H 0.73 -2.36 0.66
11 H 2.70 1.00 -0.37
12 H 0.52 2.28 0.57
13 H -2.22 -0.10 1.24

Computed properties:
SMILES = C1=N[NH+]=CN2C[C@H]12
spin multiplicity = 1
charge = +1
gap between HOMO and LUMO = 9.145 eV

Want to see where the charge sits? The Löwdin charges in e are: atom 1 (N): 0.04, atom 2 (N): 0.02, atom 3 (N): 0.00, atom 4 (C): 0.03, atom 5 (C): -0.12, atom 6 (C): 0.01, atom 7 (C): 0.09, atom 8 (H): 0.13, atom 9 (H): 0.15, atom 10 (H): 0.11, atom 11 (H): 0.23, atom 12 (H): 0.12, atom 13 (H): 0.17


<b>
Molecular formula: C4H6N3
Method: DFT, ωB97M-V with the def2-TZVPD basis set

CARTESIAN COORDINATES (ANGSTROEM)
1 N -0.33 0.30 0.55
2 N 2.04 -0.15 -0.33
3 N 1.91 0.94 -0.22
4 C -0.68 -0.94 0.63
5 C 1.15 1.95 0.03
6 C -0.08 1.55 0.40
7 C -0.94 -1.73 -0.58
8 H -0.74 2.29 0.68
9 H -0.82 -1.29 1.70
10 H -0.80 -1.30 -1.56
11 H -0.34 -2.58 -0.52
12 H -2.04 -1.97 -0.59
13 H 1.68 2.94 -0.18

Computed properties:
SMILES = C/C=N\C=C/[N+]#N
spin multiplicity = 1
charge = +1
gap between HOMO and LUMO = 9.293 eV

Want to see where the charge sits? The Löwdin charges in e are: atom 1 (N): 0.11, atom 2 (N): 0.36, atom 3 (N): 0.00, atom 4 (C): -0.06, atom 5 (C): -0.09, atom 6 (C): -0.06, atom 7 (C): -0.03, atom 8 (H): 0.13, atom 9 (H): 0.18, atom 10 (H): 0.10, atom 11 (H): 0.07, atom 12 (H): 0.13, atom 13 (H): 0.17


<c>
Molecular formula: C4H6N3
Method: DFT, ωB97M-V with the def2-TZVPD basis set

CARTESIAN COORDINATES (ANGSTROEM)
1 N 2.27 -1.16 0.19
2 N 1.11 -1.25 -0.19
3 N 2.62 0.18 0.31
4 C -1.12 0.01 -0.04
5 C -1.59 -1.18 0.28
6 C 0.49 0.02 -0.38
7 C 1.62 0.93 -0.01
8 H 3.55 0.48 0.61
9 H 1.58 2.00 -0.01
10 H -0.95 -2.05 0.33
11 H -2.62 -1.35 0.53
12 H -1.65 0.93 -0.15
13 H 0.33 0.13 -1.47

Computed properties:
SMILES = C=C[C@H]1C=[NH+]N=N1
spin multiplicity = 1
charge = +1
gap between HOMO and LUMO = 8.850 eV

Want to see where the charge sits? The Löwdin charges in e are: atom 1 (N): 0.10, atom 2 (N): 0.08, atom 3 (N): 0.13, atom 4 (C): -0.05, atom 5 (C): 0.05, atom 6 (C): -0.22, atom 7 (C): 0.10, atom 8 (H): 0.20, atom 9 (H): 0.16, atom 10 (H): 0.07, atom 11 (H): 0.08, atom 12 (H): 0.10, atom 13 (H): 0.19


<d>
Molecular formula: C4H6N3
Method: DFT, ωB97M-V with the def2-TZVPD basis set

CARTESIAN COORDINATES (ANGSTROEM)
1 N -2.04 0.91 -0.88
2 N 0.66 -1.32 0.15
3 N 1.95 0.68 -0.20
4 C 1.28 -0.29 0.01
5 C -2.87 1.68 -0.68
6 C -0.48 -2.09 0.54
7 C 2.54 1.77 -0.37
8 H -0.25 -3.08 0.93
9 H 3.62 1.94 -0.32
10 H -3.66 2.45 -0.57
11 H -0.99 -2.26 -0.43
12 H 1.90 2.66 -0.33
13 H -1.35 -1.55 1.13

Computed properties:
spin multiplicity = 1
charge = +1
gap between HOMO and LUMO = 8.914 eV

Want to see where the charge sits? The Löwdin charges in e are: atom 1 (N): 0.04, atom 2 (N): 0.16, atom 3 (N): 0.14, atom 4 (C): -0.06, atom 5 (C): -0.07, atom 6 (C): -0.06, atom 7 (C): 0.18, atom 8 (H): 0.09, atom 9 (H): 0.13, atom 10 (H): 0.08, atom 11 (H): 0.11, atom 12 (H): 0.13, atom 13 (H): 0.14


The energy of each structure relative to the most stable one, in eV, is as follows: <a> 0.584; <b> 0.000; <c> 0.220; <d> 0.145.


<a>
Molecular formula: C4H7N3O2
Method: DFT, ωB97M-V with the def2-TZVPD basis set

CARTESIAN COORDINATES (ANGSTROEM)
1 O 0.75 -1.78 0.66
2 O -0.25 0.12 2.17
3 N 0.89 -0.88 -2.28
4 N -2.05 1.35 0.27
5 N -0.36 0.86 -1.27
6 C 0.28 0.57 0.95
7 C 0.52 -0.28 -1.25
8 C -0.87 1.00 0.04
9 C 1.01 -0.44 0.14
10 H -1.05 0.98 -1.97
11 H -0.15 -0.82 2.05
12 H -0.03 -2.09 0.09
13 H 2.09 -0.31 0.30
14 H 1.57 -1.60 -1.94
15 H -2.24 1.19 1.26
16 H 0.83 1.48 1.15

Computed properties:
SMILES = [H]/N=C1/N/C(=N/[H])[C@H](O)[C@@H]1O
spin multiplicity = 1
gap between HOMO and LUMO = 10.038 eV

Want to see where the charge sits? The Löwdin charges in e are: atom 1 (O): -0.02, atom 2 (O): 0.01, atom 3 (N): 0.16, atom 4 (N): 0.16, atom 5 (N): 0.15, atom 6 (C): -0.28, atom 7 (C): -0.38, atom 8 (C): -0.39, atom 9 (C): -0.25, atom 10 (H): 0.13, atom 11 (H): 0.07, atom 12 (H): 0.15, atom 13 (H): 0.17, atom 14 (H): 0.09, atom 15 (H): 0.06, atom 16 (H): 0.16


<b>
Molecular formula: C4H7N3O2
Method: DFT, ωB97M-V with the def2-TZVPD basis set

CARTESIAN COORDINATES (ANGSTROEM)
1 O -3.03 -0.65 -0.49
2 O -2.56 0.54 1.16
3 N 0.38 -0.41 0.61
4 N -2.21 -0.15 0.31
5 N -0.89 1.22 -0.91
6 C 0.12 1.76 -0.24
7 C -0.83 -0.09 -0.31
8 C 1.14 -1.54 -0.04
9 C 1.18 0.91 0.45
10 H -0.87 -0.62 -1.20
11 H 1.52 -2.13 0.94
12 H 2.04 -1.21 -0.85
13 H 1.37 1.11 1.50
14 H 0.27 2.89 -0.11
15 H 0.20 -2.27 -0.58
16 H 2.17 0.63 -0.24

Computed properties:
SMILES = CN1CC=N[C@@H]1[N+](=O)[O-]
spin multiplicity = 1
gap between HOMO and LUMO = 10.147 eV

Want to see where the charge sits? The Löwdin charges in e are: atom 1 (O): 0.03, atom 2 (O): 0.14, atom 3 (N): -0.13, atom 4 (N): -0.37, atom 5 (N): 0.15, atom 6 (C): -0.11, atom 7 (C): -0.31, atom 8 (C): -0.14, atom 9 (C): -0.13, atom 10 (H): 0.10, atom 11 (H): 0.10, atom 12 (H): 0.12, atom 13 (H): 0.10, atom 14 (H): 0.13, atom 15 (H): 0.15, atom 16 (H): 0.16


The energy of each structure relative to the most stable one, in eV, is as follows: <a> 0.000; <b> 6.529.